1.
Density functional theory data (ωB97M-V/def2-TZVPD) for a single C11H9P molecule in a non-equilibrium geometry.

Structure (XYZ):
```
21
Properties=species:S:1:pos:R:3:forces:R:3:nbo_charge:R:1
P 0.115 2.222 -0.596 -0.6634 -4.2957 1.4051 0.56
C -3.077 0.581 1.180 -3.2409 2.7530 1.2373 -0.27
C 2.906 -0.441 -1.188 2.1875 2.6362 -2.3254 -0.23
C 1.163 -1.792 -0.181 2.6778 1.0013 -0.2016 -0.14
C -0.829 1.221 0.925 -2.2744 1.6305 -0.0113 -0.50
C -2.311 1.679 1.163 1.5366 -0.6947 -0.1203 -0.17
C 0.716 0.587 -0.923 0.6398 2.0197 1.2429 -0.27
C 0.095 -0.734 -0.350 1.8840 1.3508 2.1193 -0.36
C 2.050 0.560 -1.488 0.3174 1.2372 -1.9903 -0.24
C -1.030 -0.361 0.693 1.0808 3.7267 0.0350 0.02
C -2.369 -0.571 0.934 1.9716 -4.0716 -0.8259 -0.22
C 2.508 -1.528 -0.425 -2.6417 -1.4575 0.4651 -0.23
H -4.207 0.597 1.371 1.8135 -0.0944 -0.3201 0.22
H -2.947 -1.529 0.962 1.0261 0.6242 -0.4844 0.22
H 0.993 -2.810 0.034 -0.9242 -0.8419 0.7986 0.21
H 3.976 -0.463 -1.651 -2.0241 0.2818 1.0696 0.22
H -2.695 2.671 1.322 0.3329 0.2710 0.1080 0.21
H 2.350 1.466 -2.179 -0.4875 -1.9106 1.5877 0.23
H -0.226 1.639 1.807 -0.6133 -1.1619 -0.9840 0.27
H 3.361 -2.169 -0.288 -0.5363 -1.1359 0.5269 0.22
H -0.542 -0.825 -1.122 -2.0622 -1.8683 -3.3320 0.26
```
Positions in Å, forces in eV/Å.

Properties
E: -20835.8060 eV
spin multiplicity: 1
relative energy (zero: lowest compared OMol25 entry of this formula, charge and spin): 32.27 kJ/mol
F_max: 4.60 eV/A
HOMO-LUMO gap (spin up / spin down): 6.81 / 6.81 eV
SMILES string: C1=CC2=P[C@H]3C=CC=C3[C@@H]2C=C1
molar mass: 172.17 u

***

2.
Density functional theory data (ωB97M-V/def2-TZVPD) for 12 unconnected molecules or ions with the total composition C128H76O34 in a non-equilibrium geometry.

Structure (XYZ):
```
238
Properties=species:S:1:pos:R:3:forces:R:3:mulliken_charge:R:1
O -0.647 3.762 -11.799 1.5660 -1.2205 4.4788 -0.69
O 0.045 -1.281 -2.606 -0.2770 1.4146 0.3602 -1.21
O -2.825 4.914 1.734 -0.5695 0.0047 0.5206 -0.68
O 3.196 -6.039 9.860 0.4316 0.6611 -2.7587 -0.72
O 5.962 -7.253 0.458 -0.5097 1.5825 0.5252 -0.53
O -1.057 -1.127 10.089 0.5627 1.1042 1.2951 -0.56
O 0.741 -4.337 -3.695 2.3593 1.5915 -2.3898 -0.46
O 4.829 -9.673 -0.245 1.6559 -0.7165 -0.3499 -0.58
O -7.230 2.702 0.587 0.8606 2.7102 0.1570 -0.68
O -3.848 -4.824 0.636 0.5426 1.8029 0.1199 -0.69
O -3.930 -1.424 -3.556 0.0800 -0.5970 1.0563 -0.76
O 0.723 -8.558 1.400 -0.7540 -0.0304 0.4214 -0.56
O -2.182 -4.577 5.136 -3.9262 2.7905 -0.1445 -0.59
O 3.853 -5.092 4.568 -0.7297 -0.2970 3.0995 -0.64
O 1.728 -5.856 2.256 0.7018 -2.3932 -1.2741 -0.38
O 2.751 0.439 1.960 -2.4105 0.4973 4.4003 -0.61
O 1.785 -1.753 -4.808 1.1094 -1.9076 -0.6755 0.09
O 0.863 0.648 -7.609 -0.2091 1.2809 -0.0205 -0.66
O 2.681 6.019 -6.551 -0.2518 -1.1533 0.3148 -0.68
O -0.586 1.807 5.531 -0.1977 0.8537 2.3081 -0.44
O -2.949 4.503 7.186 -0.6395 0.9112 -2.9971 -0.74
O 5.302 -4.168 -6.745 -1.1084 -1.1945 1.2479 -0.65
O -5.169 -3.011 8.460 -0.3465 0.5394 -1.8316 -0.54
O -5.341 -2.587 0.846 -0.0863 0.6528 -1.9090 -0.58
O 4.131 0.792 -6.896 -0.3205 0.2909 0.7465 -0.60
O 4.851 -6.469 -5.205 -2.7237 1.1051 1.2506 -0.54
O -0.656 0.725 2.404 0.5054 -0.5929 -3.7411 -0.80
O -3.693 -3.293 3.061 -0.2998 0.6832 2.5709 0.12
O 5.868 0.992 -2.268 0.7240 -0.1162 -0.9897 -0.63
O -1.747 -0.601 5.452 0.4284 1.4956 2.1832 -0.19
O -6.603 -1.639 6.343 0.3061 -0.7131 0.4173 -0.58
O -6.622 7.968 -0.201 0.0317 -1.0656 -0.8360 -0.58
O 0.063 1.437 10.184 -1.5592 -0.1565 -1.7505 -0.56
O -2.681 -3.637 -3.851 0.6524 -1.6298 0.9050 -0.61
C -5.952 5.748 -1.021 0.0059 -2.6177 -0.5893 0.61
C 3.871 1.959 -6.723 -0.8007 2.2177 -0.1977 0.46
C 4.430 4.604 -0.412 -1.4131 -2.3468 -0.5524 -0.92
C -3.757 -3.916 6.791 -1.7872 2.3989 -0.5095 -0.84
C -4.620 -2.788 -0.288 0.0183 2.9700 0.9135 -0.02
C 3.621 -0.509 0.123 -0.0237 -2.9975 -3.1084 -0.25
C 2.390 -6.733 1.688 1.5277 0.1886 -0.0626 0.60
C 3.960 4.395 -7.682 -0.3041 -0.7853 -0.0025 0.54
C 4.257 -0.331 -1.131 1.0403 -1.0788 -0.3248 0.88
C 3.648 -5.340 5.794 1.3659 0.1999 -4.1398 0.29
C -0.596 3.490 -9.325 -1.9040 0.5139 1.1169 0.22
C 3.103 2.605 -5.504 0.5004 -2.2717 0.0035 0.96
C -5.668 -2.359 6.061 0.0530 0.8877 0.5868 0.24
C 6.272 -7.960 6.386 0.1023 1.1981 0.6160 -0.46
C 3.918 -5.437 -5.122 -0.3758 0.6761 -0.4844 0.44
C -3.235 -3.890 5.403 2.9708 -2.6058 0.8193 1.10
C -4.343 1.416 3.484 0.8198 0.0406 -0.3847 -1.05
C 2.412 4.413 -4.127 -1.6146 0.6314 1.5447 -1.17
C -1.059 1.416 -2.403 0.2622 1.5188 0.9227 -1.13
C -0.307 -1.091 1.002 0.9131 -2.2364 -0.8718 0.56
C -0.537 0.285 1.209 -2.2022 3.5303 3.7808 0.48
C -4.853 -3.142 7.113 1.1693 -1.0306 0.6026 0.29
C 6.209 -8.122 7.800 -1.5487 0.6536 -0.9626 -0.62
C 1.560 -4.116 5.794 -1.6165 -0.5743 1.6889 -0.99
C -0.255 2.692 -8.187 0.2327 -0.0817 -1.0589 0.58
C -4.693 5.083 -3.027 -0.6275 -2.2727 -0.8208 -0.26
C 4.461 -1.429 -2.020 -1.2102 1.6683 0.2779 -1.24
C 2.368 0.419 -9.904 -1.9201 1.7190 1.4627 -0.69
C -3.895 -2.128 -2.541 0.5271 -0.4014 -1.4356 1.34
C 2.874 3.986 -5.326 0.6658 -1.6032 -1.8130 -0.21
C 5.413 3.431 -9.942 0.5358 0.2934 0.9088 -0.66
C -0.100 -3.898 0.734 0.2596 1.8772 0.2962 -0.89
C 4.290 -4.185 -6.029 1.8008 -0.9706 -0.4989 0.68
C -0.121 -3.038 -0.357 0.4093 -0.1693 -1.2771 -0.10
C 0.958 2.227 -10.883 0.5208 -1.4839 2.0407 0.39
C 3.061 4.852 -6.523 1.5632 2.6334 -0.6083 0.51
C -0.135 3.267 -10.730 -0.4735 -0.1155 -3.5798 0.23
C 1.460 1.864 -12.134 0.2202 -0.4685 0.4166 -0.53
C -3.665 3.643 5.101 -0.8252 -1.4509 -1.2175 0.71
C -0.891 7.887 3.925 -0.8856 -1.5760 2.4827 -0.87
C -3.082 4.692 5.950 1.6701 -0.2290 2.3260 0.35
C -6.807 3.883 0.487 -0.7018 -3.7287 -0.4403 0.23
C 4.658 -7.496 0.746 1.1734 0.8370 0.8986 0.31
C 4.454 5.299 -8.692 0.9268 -1.3701 -1.2810 -0.89
C -1.836 3.240 -0.962 -0.7568 -1.2067 -1.4811 -1.46
C -5.748 3.413 -1.761 -1.4051 -1.6239 1.5018 -0.55
C 4.458 -6.497 7.854 -2.5087 1.2842 0.4329 0.32
C -1.706 3.985 -6.774 0.4555 -0.0924 -0.2919 -0.27
C -6.723 4.800 1.625 0.1612 2.7664 1.3991 0.72
C 2.804 0.099 -11.153 0.7736 -0.0534 -0.4270 -0.69
C 3.292 0.622 0.951 2.7271 1.4144 -4.0004 0.67
C 2.386 0.792 -12.270 -1.1325 1.1322 -0.0051 -0.63
C 2.163 2.181 -3.267 0.0531 -0.8615 -2.1224 -0.01
C -0.202 -0.750 -1.533 0.2563 -1.4900 1.1220 0.76
C 3.370 4.380 0.506 0.7226 0.5804 0.1709 -0.48
C 5.178 4.793 -9.832 -1.6773 -0.7057 1.2226 -0.45
C 1.096 -4.795 8.479 1.0231 0.5210 -1.1984 -0.94
C 2.386 -5.102 7.892 -4.6402 1.3592 -0.9797 0.11
C -0.269 -1.932 2.126 -0.4623 0.7700 0.0428 -0.81
C -2.122 4.710 -7.882 -0.6607 -0.0151 1.5818 -0.68
C -6.765 4.356 2.982 0.6070 -0.7252 -1.3855 -0.68
C -1.557 6.685 6.002 -0.0355 1.4099 -1.0630 -1.09
C -0.935 1.117 0.016 -0.6069 2.4654 0.4632 -0.25
C -6.547 7.067 2.520 0.2233 0.5118 -0.4863 -0.86
C -0.670 0.667 -1.255 -0.2977 -0.7259 -2.3980 0.43
C -5.130 6.014 -2.134 -0.6487 1.9273 0.4126 -1.09
C -3.967 2.576 2.851 0.2930 1.8944 1.8529 -0.46
C -0.925 1.288 6.780 0.4641 -0.6163 -5.2845 0.03
C 0.336 -3.778 6.411 1.2820 0.1847 0.4164 0.35
C -6.483 6.769 -0.035 1.2521 0.6284 1.1714 0.01
C 4.487 -6.276 6.478 3.7157 -2.1871 -0.5879 0.27
C 4.272 3.000 -7.749 1.9438 1.5950 -2.1726 0.73
C -1.487 -0.088 6.556 -0.0210 -1.7263 1.2628 0.89
C -6.653 5.195 4.077 -1.6894 1.1632 -1.6252 -0.54
C -5.056 3.733 -2.878 1.3352 1.7496 -0.3309 -0.77
C -1.456 6.835 3.196 -0.1236 1.5895 0.6530 -0.69
C 2.378 -2.954 -5.078 0.9426 1.0212 -1.3253 0.69
C -4.396 1.336 4.870 -0.3588 0.6407 1.1020 0.03
C -1.587 2.446 0.119 1.4549 -1.9867 1.0869 -0.05
C -0.533 1.128 9.149 2.0373 -1.5402 1.5966 0.18
C -6.585 6.241 1.377 -0.4069 -2.4878 1.2876 0.74
C 2.535 -4.859 6.537 -2.1141 2.3248 -1.3982 0.30
C -4.588 -1.878 -1.339 -1.5048 -0.8831 3.0395 -1.02
C -4.030 -3.090 4.398 -0.2127 -0.7462 -1.5974 0.09
C -1.636 2.687 -2.252 0.6841 -0.9612 0.4111 -0.55
C -0.137 -3.273 2.003 0.3974 -2.2687 -0.8635 -0.26
C -3.688 -3.910 -0.177 -0.2918 -3.8458 -3.3723 1.42
C -3.118 -3.450 -2.619 -0.9798 1.3329 1.5612 0.27
C 1.966 3.530 -3.108 1.2984 0.4626 -0.6707 -0.71
C 3.533 -3.002 -5.915 -4.2505 0.9594 3.1263 -0.57
C -0.151 -1.637 -0.300 -0.7723 0.0621 1.7289 0.54
C -5.143 -2.392 4.706 1.2321 -1.1739 -0.5682 -0.72
C 1.770 -4.213 -4.405 0.4140 -1.1734 1.7559 0.19
C -0.899 7.731 5.326 -0.1000 0.0026 0.0077 -0.32
C -1.506 -0.849 7.850 -1.1524 1.0158 -2.0051 -0.18
C -6.658 6.578 3.806 0.1636 -2.1102 1.0867 -0.65
C -6.224 4.312 -0.815 0.8206 3.6299 -0.1283 0.36
C -4.142 2.440 5.721 1.5401 0.0501 -2.3686 -1.50
C 1.975 -8.143 1.248 0.8843 -1.3787 -0.5085 0.24
C 1.384 1.447 -9.713 0.8016 0.4069 -2.7412 0.73
C -3.593 3.704 3.671 -0.6108 -0.7492 -0.6175 0.79
C -0.897 2.877 -6.950 0.3391 0.4750 -0.1994 -0.83
C -2.292 5.864 3.848 1.1856 1.1299 -1.8624 0.61
C 0.077 -4.127 7.745 2.4611 -0.1730 0.8167 -0.43
C -1.669 4.402 -9.120 1.2483 -0.0777 -1.6087 -1.01
C 5.131 2.631 -8.864 -2.0571 -1.4201 1.9757 -0.83
C 2.720 -5.363 -4.389 2.2507 -0.5820 -1.4486 -0.98
C -1.070 -0.335 9.009 -0.6485 -0.4698 -0.3192 0.63
C 2.847 -9.066 0.722 -1.3177 0.2741 1.0997 -0.48
C -2.349 5.827 5.239 -0.1757 -0.8821 0.7283 0.78
C 3.712 2.012 0.353 -2.1920 0.1517 1.4394 0.24
C 4.964 0.955 -1.486 -0.5972 -0.0691 0.8356 0.05
C -2.971 4.875 2.943 0.7698 -0.5741 1.0009 0.18
C 5.489 -6.997 5.721 -1.1028 -0.3954 1.8929 -0.78
C 2.714 1.700 -4.515 -0.2640 1.1083 1.0356 -1.09
C 4.939 3.457 -1.136 -0.5969 3.1365 1.8437 -0.22
C 3.859 -6.584 1.398 0.4751 -0.2209 -0.4798 -0.83
C 4.517 2.181 -0.776 0.2560 -0.2424 0.7453 0.45
C 4.212 -8.857 0.372 -1.7791 1.9735 0.1532 0.49
C 3.053 3.128 0.955 0.8979 -1.6338 -1.4474 -0.85
C 5.216 -7.410 8.520 2.6969 -1.6475 -0.6424 -0.34
C -0.483 1.835 7.889 -0.0616 0.9084 0.5284 -0.76
C 3.189 -2.866 -0.641 -0.6578 1.1489 1.7365 -0.85
C 3.133 -1.833 0.336 0.1442 -0.4586 -0.1401 -0.87
C 3.781 -2.626 -1.829 1.7863 0.5153 -1.1587 0.02
C 3.331 -5.823 8.627 1.9685 -2.5813 3.9653 0.68
C 0.724 1.575 -8.403 -0.3755 -1.4367 0.6830 0.79
C -3.004 -4.211 -1.485 1.0075 0.6564 -1.3971 -1.04
H 2.731 -3.834 -0.504 -0.0874 0.0327 0.5348 0.69
H -5.986 2.379 -1.559 0.0143 -0.2207 0.0612 0.62
H 1.007 2.435 -12.931 0.3930 -0.1710 -0.5111 0.54
H 2.212 2.992 1.619 0.2541 -0.2445 0.3745 0.59
H 5.448 5.293 -10.751 -0.0649 1.1436 0.4857 0.36
H -0.045 -3.468 -1.344 -0.0219 -0.0861 -0.2363 0.23
H -3.003 -2.876 -4.340 -0.1960 0.8354 -0.6024 0.40
H -2.089 -1.753 7.753 0.4072 -0.5887 0.3570 -0.14
H 0.034 -4.957 0.566 -0.1970 -0.0176 0.2711 0.60
H -6.367 8.130 2.466 -0.3259 0.1523 -0.6288 0.43
H -5.267 -1.042 -1.251 0.0241 0.1843 -0.2102 0.57
H -4.637 0.388 5.328 0.0430 -0.1294 0.0452 0.42
H -2.395 -5.084 -1.673 -0.0870 -0.4587 0.8144 0.36
H 2.772 0.461 -13.223 -0.1725 0.2893 -0.2340 0.41
H -2.896 -3.824 3.129 0.6850 -0.4728 -0.5168 -0.06
H -1.196 7.020 2.165 -1.0251 -1.2196 -0.6084 0.36
H -4.626 3.019 -3.564 -0.4159 -0.3166 -0.0032 0.52
H -4.329 0.566 2.817 -0.7166 -0.5370 0.3773 0.57
H -0.508 8.843 3.599 0.3395 -0.4163 -0.8437 0.45
H -4.324 -2.930 8.908 -0.0219 -0.2068 0.3463 0.32
H 2.383 -6.130 -3.707 0.1944 -0.3526 -0.1577 0.49
H 5.385 1.583 -8.804 0.2651 -0.1817 -0.4908 0.49
H -0.013 -3.885 2.884 -0.2326 -0.1127 0.1547 0.50
H 1.029 -5.042 9.528 -0.3465 0.1199 0.0724 0.50
H 4.282 -5.669 1.784 0.2004 0.1460 -0.1688 0.67
H 2.685 -10.128 0.612 -1.2981 0.0191 -0.0685 0.43
H -0.447 -1.574 3.129 0.2476 0.6095 -0.1015 0.38
H 5.936 3.066 -10.813 0.0203 -0.2655 0.0397 0.42
H -3.928 2.627 1.773 0.1608 0.1739 0.0229 0.83
H 1.574 3.907 -2.175 -0.0994 0.1691 -0.0105 0.84
H -6.784 3.289 3.145 -0.2982 -0.1756 -0.0963 0.58
H -2.890 5.436 -7.663 0.0365 0.3773 -0.5563 0.43
H -3.891 2.296 6.761 -0.7387 0.1234 0.2571 0.55
H 6.559 -8.004 0.482 -0.4949 -0.6341 -0.2351 0.33
H 4.973 -1.213 -2.945 0.2080 -0.0880 -0.0164 0.50
H 1.784 1.492 -2.528 0.2119 -0.1854 0.0900 0.45
H -0.348 8.498 5.849 -0.1079 -0.0704 0.5587 0.38
H 1.123 -1.941 -4.139 -0.8241 0.3036 0.5711 -0.04
H 0.365 -8.161 2.197 -0.4803 0.4030 0.1322 0.33
H -1.767 -1.769 10.170 -0.0724 0.0005 -0.5040 0.35
H 5.630 -6.210 -5.703 0.0749 0.7406 -0.4812 0.34
H -4.195 5.283 -3.965 0.3919 0.7604 0.2421 0.50
H 3.907 -2.048 -6.256 0.1040 -0.0892 -0.3431 0.66
H -2.071 4.921 -9.978 0.0831 0.0126 -0.1703 0.44
H -1.958 4.324 -5.781 -0.4298 -0.2882 0.1059 0.52
H -0.683 -3.655 8.351 -0.6170 -0.3602 -0.3305 0.38
H 3.541 -0.682 -11.257 0.0143 -0.1442 -0.0917 0.45
H -5.239 -3.362 1.404 0.3952 -0.5484 0.3632 0.37
H -1.937 3.218 -3.142 0.0822 0.2145 -0.0221 0.67
H 7.025 -8.442 5.779 0.0520 -0.3991 0.1927 0.39
H -6.791 7.102 4.742 0.3307 1.1976 -0.4650 0.42
H 5.180 -7.650 9.572 -0.5646 0.5599 0.0884 0.43
H 0.061 2.757 7.740 0.0431 0.1570 0.5519 0.61
H -6.940 4.870 5.066 0.6408 -0.3159 0.1434 0.48
H 2.764 5.119 1.010 0.3669 0.8662 -0.4083 0.51
H 4.383 6.375 -8.742 -0.7292 0.0125 0.8536 0.44
H 1.578 -3.827 4.754 0.9878 -0.3264 -0.0601 0.50
H -1.881 2.823 1.087 0.3153 -0.1604 0.1869 0.54
H -0.317 -3.111 5.867 -0.2864 -0.1853 -0.0031 0.42
H 2.711 -0.081 -9.010 0.0185 -0.2087 -0.0403 0.50
H -0.758 1.121 -3.398 -0.2728 -0.5534 -0.0011 0.66
H -2.383 4.168 -0.880 0.1907 0.1925 0.2955 0.72
H -4.835 7.020 -2.395 -0.2327 0.4160 0.4497 0.48
H -0.917 1.234 4.835 -0.2893 -0.5072 -0.4417 0.12
H 5.676 3.814 -1.840 0.0693 -1.1872 -0.5833 0.48
H 2.248 5.469 -3.975 0.0258 0.1815 -0.1223 0.58
H -0.799 2.229 -6.092 0.7471 -0.2830 -0.2043 0.45
H 5.569 -6.887 4.650 -0.0571 0.2153 0.0344 0.56
H 2.834 0.651 -4.742 0.0306 -0.1714 0.2749 0.45
H 3.878 -3.400 -2.577 -0.1328 -0.1146 -0.1222 0.75
H 4.666 5.606 -0.739 0.2585 -0.0068 0.0984 0.39
H 2.713 -2.155 1.277 -0.2475 0.5154 0.2563 0.68
H -3.230 -4.301 7.652 0.4637 -0.5975 -0.4490 0.75
H 6.799 -8.836 8.356 0.2492 -0.0714 -0.2930 0.40
H -5.672 -1.972 3.863 -0.3517 0.3152 0.2709 0.54
H -1.579 6.665 7.081 0.0768 -0.2799 -0.0041 0.50
```
Positions in Å, forces in eV/Å.

Properties
E: -203572.8057 eV
spin multiplicity: 1
F_max: 5.62 eV/A
HOMO-LUMO gap: 7.03 eV
SMILES string: O=C1c2ccccc2C(=O)c2ccccc21.O=C1c2ccccc2C(=O)c2ccccc21.O=C1c2ccccc2C(=O)c2ccccc21.O=C1c2ccccc2C(=O)c2ccccc21.O=C1c2ccccc2C(=O)c2ccccc21.O=C1c2ccccc2C(=O)c2ccccc21.O=C1c2ccccc2C(=O)c2ccccc21.O=C1C=C(O)C(=O)C=C1O.O=C1C=C(O)C(=O)C=C1O.O=C1C=C(O)C(=O)C=C1O.O=C1C=C(O)C(=O)C=C1O.O=C1C=C(O)C(=O)C=C1O
molar mass: 2157.98 u